<one>
C4H6N2O2 | ωB97M-V with the def2-TZVPD basis set

Structure (ORCA input):
```
! RIJCOSX wB97M-V def2-TZVPD def2/J DEFGRID3
* xyz 0 1
C 0.170 -0.136 0.617
C 0.131 0.207 -0.854
N 1.371 -0.532 1.171
C -1.060 -0.382 1.141
C -0.002 -0.468 -1.981
O -2.254 0.077 0.731
N 0.176 1.517 -0.415
O 1.225 2.185 -0.301
H -2.153 0.602 -0.080
H 2.175 -0.195 0.655
H 1.449 -0.399 2.168
H -1.152 -0.968 2.048
H -0.170 -1.534 -1.966
H 0.093 0.026 -2.934
*
```

Values from the calculation:
E_HOMO	-8.092	eV
LUMO energy	-0.109	eV



<two>
C4H6N2O2 | ωB97M-V with the def2-TZVPD basis set

Structure (ORCA input):
```
! RIJCOSX wB97M-V def2-TZVPD def2/J DEFGRID3
* xyz 0 1
C -1.015 1.154 0.238
N 0.060 1.574 0.336
O 0.977 0.970 -0.688
C 1.658 0.023 0.080
C 1.076 -1.225 -0.127
O -0.214 -1.075 0.665
N -1.241 -1.145 -0.240
C -1.759 -0.015 -0.308
H -1.570 1.665 0.866
H 1.703 0.272 1.323
H 2.669 0.157 -0.350
H 1.450 -1.994 0.477
H 0.775 -1.705 -1.075
H -2.625 -0.176 -1.029
*
```

Values from the calculation:
SMILES string	C1=N\OCCO\N=C/1
E_HOMO	-9.419	eV
LUMO energy	0.672	eV



Structures ranked by computed energy, the most stable listed first: <one>, <two>.



<one>
C4H6N2O2 | ωB97M-V with the def2-TZVPD basis set

Structure (ORCA input):
```
! RIJCOSX wB97M-V def2-TZVPD def2/J DEFGRID3
* xyz 0 1
O 1.997 -1.577 -0.635
C 1.609 -0.512 -0.142
O 2.178 0.719 -0.147
C 0.296 -0.446 0.527
C -0.492 0.915 0.039
C -1.651 0.321 -0.607
N -1.686 -1.000 -0.477
N -0.767 -1.307 0.427
H 1.859 1.562 0.039
H 0.390 -0.066 1.563
H -0.898 1.593 0.773
H 0.099 1.440 -0.742
H -2.274 0.820 -1.296
H -0.660 -2.464 0.677
*
```

Values from the calculation:
SMILES string	O=C(O)[C@H]1CC=NN1
E_HOMO	-8.358	eV
LUMO energy	0.450	eV



<two>
C4H6N2O2 | ωB97M-V with the def2-TZVPD basis set

Structure (ORCA input):
```
! RIJCOSX wB97M-V def2-TZVPD def2/J DEFGRID3
* xyz 0 1
N 2.161 -0.262 -0.430
C 1.162 0.212 0.510
C 0.649 1.588 -0.002
C -0.688 1.445 -0.184
N -1.081 0.190 0.086
O -2.396 -0.272 -0.068
C -0.032 -0.759 0.284
O 0.104 -1.902 -0.077
H 3.028 0.314 -0.418
H 2.533 -1.272 -0.215
H 1.150 0.206 1.641
H 1.066 2.537 -0.170
H -1.369 2.288 -0.301
H -2.174 -1.094 -0.626
*
```

Values from the calculation:
SMILES string	N[C@H]1C=CN(O)C1=O
E_HOMO	-8.343	eV
LUMO energy	0.906	eV



Structures ranked by computed energy, the most stable listed first: <one>, <two>.



<one>
C4H6N2O2 | ωB97M-V with the def2-TZVPD basis set

Structure (ORCA input):
```
! RIJCOSX wB97M-V def2-TZVPD def2/J DEFGRID3
* xyz 0 1
O -2.016 -0.503 0.992
C -1.558 -0.283 -0.308
O -2.243 0.647 -1.000
C -0.097 -0.005 -0.204
N 0.520 1.077 -0.523
C 1.851 0.885 -0.222
C 2.034 -0.364 0.302
N 0.726 -0.820 0.459
H -1.905 0.252 1.502
H -1.679 -1.240 -0.731
H -1.686 1.485 -1.080
H 2.574 1.521 -0.522
H 2.870 -0.808 0.679
H 0.610 -1.845 0.656
*
```

Values from the calculation:
SMILES string	OC(O)c1ncc[nH]1
E_HOMO	-9.172	eV
LUMO energy	0.753	eV



<two>
C4H6N2O2 | ωB97M-V with the def2-TZVPD basis set

Structure (ORCA input):
```
! RIJCOSX wB97M-V def2-TZVPD def2/J DEFGRID3
* xyz 0 1
O 2.239 0.383 -0.257
C 1.140 -0.478 -0.486
C 0.165 -0.461 0.699
C -1.106 -1.100 0.255
N -2.054 -0.484 -0.298
N -1.719 0.805 -0.689
C -0.927 1.479 0.057
O -0.209 0.957 1.060
H 1.917 1.258 -0.393
H 1.458 -1.495 -0.463
H 0.676 -0.337 -1.441
H 0.558 -0.825 1.633
H -1.322 -2.213 0.540
H -0.816 2.509 -0.218
*
```

Values from the calculation:
SMILES string	OC[C@@H]1C=NN=CO1
E_HOMO	-9.941	eV
LUMO energy	0.574	eV



<three>
C4H6N2O2 | ωB97M-V with the def2-TZVPD basis set

Structure (ORCA input):
```
! RIJCOSX wB97M-V def2-TZVPD def2/J DEFGRID3
* xyz 0 1
H 0.552 -1.740 -2.198
N 1.284 -1.148 -1.767
C 0.861 -0.416 -0.849
C 1.737 0.456 0.016
O 0.818 1.037 0.975
C -0.468 0.482 0.774
C -1.524 0.782 1.537
N -0.467 -0.230 -0.399
O -1.502 -1.160 -0.479
H 2.219 1.185 -0.682
H 2.514 0.007 0.619
H -2.413 0.183 1.278
H -1.532 1.444 2.398
H -2.079 -0.881 -1.221
*
```

Values from the calculation:
SMILES string	[H]/N=C1/COC(=C)N1O
E_HOMO	-8.486	eV
LUMO energy	0.484	eV



Structures ranked by computed energy, the most stable listed first: <one>, <two>, <three>.



<one>
C4H6N2O2 | ωB97M-V with the def2-TZVPD basis set

Structure (ORCA input):
```
! RIJCOSX wB97M-V def2-TZVPD def2/J DEFGRID3
* xyz 0 1
C 1.559 0.224 0.116
C 0.576 -0.690 0.292
C -0.957 -0.468 0.359
C 1.001 -2.003 0.188
N 1.076 -3.142 -0.046
H 2.511 -0.247 -0.062
H 1.497 1.221 0.454
H -1.303 -1.008 -0.482
H -1.553 -1.008 1.099
H -1.171 0.548 0.358
O -1.621 0.927 -3.351
N -0.739 1.135 -2.552
O 0.482 1.135 -3.123
H 0.373 0.970 -4.156
*
```

Values from the calculation:
SMILES string	C=C(C)C#N.O=NO
E_HOMO	-9.914	eV
LUMO energy	-0.179	eV



<two>
C4H6N2O2 | ωB97M-V with the def2-TZVPD basis set

Structure (ORCA input):
```
! RIJCOSX wB97M-V def2-TZVPD def2/J DEFGRID3
* xyz 0 1
C -1.579 0.684 -0.253
C -0.001 -0.484 -0.252
N 2.388 0.068 0.133
C -0.054 0.532 0.732
C 1.088 0.575 -0.252
O -2.611 0.171 0.439
N -0.105 -1.633 -0.807
O -1.680 1.465 -1.151
H -2.309 -0.477 1.096
H -0.968 -2.110 -0.535
H 2.831 -0.394 -0.659
H 2.342 -0.612 0.888
H -0.434 0.903 1.670
H 1.093 1.313 -1.050
*
```

Values from the calculation:
E_HOMO	-8.745	eV
LUMO energy	0.135	eV



<three>
C4H6N2O2 | ωB97M-V with the def2-TZVPD basis set

Structure (ORCA input):
```
! RIJCOSX wB97M-V def2-TZVPD def2/J DEFGRID3
* xyz 0 1
H -2.163 2.225 -0.587
N -1.205 2.090 -0.278
C -0.904 0.921 0.049
C -1.747 -0.324 0.007
O 0.354 0.771 0.695
C 1.187 -0.156 0.190
C 2.366 -0.467 0.761
N 0.863 -0.513 -1.131
O 1.428 -1.451 -1.663
H -2.770 -0.077 -0.251
H -1.346 -1.022 -0.720
H -1.753 -0.817 0.976
H 3.014 -1.165 0.265
H 2.676 -0.016 1.687
*
```

Values from the calculation:
SMILES string	[H]/N=C(\C)OC(=C)N=O
E_HOMO (alpha / beta)	-9.506 / -9.509	eV
LUMO energy (alpha / beta)	-1.130 / -1.131	eV



<four>
C4H6N2O2 | ωB97M-V with the def2-TZVPD basis set

Structure (ORCA input):
```
! RIJCOSX wB97M-V def2-TZVPD def2/J DEFGRID3
* xyz 0 1
N 1.998 -0.497 -0.005
C 0.975 -1.080 -0.615
O 1.082 -2.014 -1.362
C -0.414 -0.561 -0.321
C -0.864 -0.404 1.071
N -0.329 0.742 0.361
C -1.072 1.789 -0.348
O -1.884 2.451 0.218
H 2.798 -1.032 -0.268
H 1.941 0.390 0.474
H -1.268 -0.714 -0.975
H -0.192 -0.668 1.866
H -1.920 -0.337 1.351
H -0.852 1.935 -1.445
*
```

Values from the calculation:
SMILES string	NC(=O)[C@H]1CN1C=O
E_HOMO	-9.807	eV
LUMO energy	0.826	eV



Structures ranked by computed energy, the most stable listed first: <four>, <three>, <two>, <one>.



<one>
C4H6N2O2 | ωB97M-V with the def2-TZVPD basis set

Structure (ORCA input):
```
! RIJCOSX wB97M-V def2-TZVPD def2/J DEFGRID3
* xyz 0 1
C 0.218 -1.239 0.167
C 1.645 -1.266 0.246
C -1.778 -0.084 -0.107
C 2.222 0.950 -0.483
N -0.437 -0.180 -0.163
N -2.421 1.131 0.189
O -2.565 -0.959 -0.381
O 2.447 -0.258 -0.063
H -0.416 -2.058 0.424
H 2.102 -2.079 0.571
H 1.247 1.288 -0.513
H 3.128 1.654 -0.563
H -1.974 1.880 0.701
H -3.416 1.221 -0.024
*
```

Values from the calculation:
E_HOMO (alpha / beta)	-8.310 / -8.354	eV
LUMO energy (alpha / beta)	-1.004 / -0.343	eV



<two>
C4H6N2O2 | ωB97M-V with the def2-TZVPD basis set

Structure (ORCA input):
```
! RIJCOSX wB97M-V def2-TZVPD def2/J DEFGRID3
* xyz 0 1
C -1.906 -1.319 0.290
N -1.981 -0.005 0.226
N -0.805 0.597 0.434
C -0.331 1.537 -0.292
C 0.307 0.214 -0.511
C 1.612 -0.087 0.230
O 1.696 0.400 1.442
O 2.571 -0.760 -0.507
H -3.032 -1.787 0.129
H -1.068 -1.935 0.839
H -0.708 2.167 -1.182
H 0.148 2.448 0.277
H 0.122 -0.342 -1.445
H 3.376 -1.128 0.070
*
```

Values from the calculation:
SMILES string	C=NN1C[C@H]1C(=O)O
E_HOMO	-9.124	eV
LUMO energy	0.449	eV



<three>
C4H6N2O2 | ωB97M-V with the def2-TZVPD basis set

Structure (ORCA input):
```
! RIJCOSX wB97M-V def2-TZVPD def2/J DEFGRID3
* xyz 0 1
H 1.557 1.607 1.260
N 2.137 1.356 0.154
C 1.497 0.285 -0.281
N 1.205 0.014 -1.510
C 0.989 -0.655 0.709
C -0.396 -0.836 0.953
C -1.646 -0.225 0.285
O -2.767 -0.549 0.733
O -1.226 0.576 -0.683
H 1.729 0.640 -2.206
H 1.524 -1.082 -1.923
H 1.830 -1.197 1.134
H -0.543 -1.492 1.896
H -0.221 0.300 -1.065
*
```

Values from the calculation:
SMILES string	[H]/N=C(N)\C=C/C(=O)O
E_HOMO	-9.922	eV
LUMO energy	-0.171	eV



Structures ranked by computed energy, the most stable listed first: <one>, <three>, <two>.



<one>
C4H6N2O2 | ωB97M-V with the def2-TZVPD basis set

Structure (ORCA input):
```
! RIJCOSX wB97M-V def2-TZVPD def2/J DEFGRID3
* xyz 0 1
N -1.134 1.021 2.311
C -0.065 0.942 1.442
O 0.932 1.592 1.495
C -0.384 0.073 0.208
O -1.403 -0.638 0.221
N 0.554 0.185 -0.819
C 1.230 -1.018 -1.098
C 0.279 -0.437 -2.099
H -1.064 1.595 3.103
H -1.946 0.377 2.263
H 0.782 -1.854 -0.577
H 2.293 -1.016 -1.289
H 0.618 0.098 -2.955
H -0.692 -0.918 -2.208
*
```

Values from the calculation:
SMILES string	NC(=O)C(=O)N1CC1
E_HOMO	-9.816	eV
LUMO energy	0.171	eV



<two>
C4H6N2O2 | ωB97M-V with the def2-TZVPD basis set

Structure (ORCA input):
```
! RIJCOSX wB97M-V def2-TZVPD def2/J DEFGRID3
* xyz 0 1
N -0.309 -0.843 -2.712
C -0.126 -0.360 -1.496
C -0.338 -0.975 -0.369
C -0.194 -0.423 0.982
O -0.795 -0.876 1.977
C 0.611 0.890 1.079
N 0.756 1.229 2.377
O 1.209 1.440 0.205
H -1.055 -1.567 -2.639
H -0.586 -0.113 -3.330
H 0.166 0.661 -1.348
H -0.598 -2.008 -0.394
H 1.038 2.186 2.575
H 0.220 0.759 3.093
*
```

Values from the calculation:
SMILES string	N/C=C/C(=O)C(N)=O
E_HOMO	-9.122	eV
LUMO energy	0.136	eV



Structures ranked by computed energy, the most stable listed first: <two>, <one>.